ORCA calculation (wB97M-V/def2-TZVPD) on a single C4H11NS molecule.

Last column: Mulliken charge in e.
Geometry (Å):
C 0.106 1.524 0.451  -1.301
C 0.167 0.540 -0.739  0.315
N 1.505 0.152 -1.126  -0.633
C -0.641 -0.755 -0.424  -0.145
C -0.016 -1.612 0.705  -1.214
S -2.424 -0.446 -0.219  -0.172
H 0.718 2.372 0.183  0.403
H -0.904 1.861 0.561  0.379
H 0.346 1.155 1.487  0.225
H -0.249 0.901 -1.686  0.310
H 1.997 -0.141 -0.319  0.219
H 1.985 0.954 -1.501  0.261
H -0.666 -1.322 -1.385  0.309
H -0.568 -2.555 0.844  0.355
H -0.050 -1.005 1.648  0.277
H 1.042 -1.848 0.563  0.321
H -2.348 0.226 0.956  0.091

Properties
* SMILES string: C[C@@H](N)[C@@H](C)S
* molar mass: 105.21 g mol⁻¹
* orbital gap: 9.90 eV



ORCA calculation (wB97M-V/def2-TZVPD) on a single C4H11NS molecule.

Last column: Mulliken charge in e.
Geometry (Å):
C 0.699 -1.590 -1.972  -0.985
C 1.146 -0.763 -0.767  -0.240
S 0.196 -1.011 0.751  -0.157
C -1.178 0.219 0.966  -0.435
N -1.123 1.424 0.154  -0.451
C 0.005 2.285 0.553  -0.747
H 0.415 -2.576 -1.609  0.295
H 1.571 -1.780 -2.602  0.322
H -0.120 -1.150 -2.534  0.279
H 0.945 0.310 -0.869  -0.060
H 2.229 -0.824 -0.676  0.378
H -1.075 0.625 1.971  0.336
H -2.105 -0.336 0.863  0.345
H -1.147 1.164 -0.824  0.265
H -0.112 3.295 0.172  0.286
H 0.965 1.861 0.251  0.275
H -0.069 2.293 1.637  0.293

Properties
* SMILES string: CCSCNC
* molar mass: 105.21 g mol⁻¹
* orbital gap: 9.44 eV